Record 1
14
Properties=species:S:1:pos:R:3 method="wB97M-V/def2-TZVPD" total_charge=+1 fmax_ev_per_a=6.7 lumo_energy_ev="-5.45 / -8.82" spin_multiplicity=3 energy_ev=-24366.905 gap_ev="8.76 / 6.84"
C -0.13 0.49 -0.09
C 0.67 -0.33 0.52
C 0.47 1.66 -0.90
C 1.52 -1.34 0.81
N -2.54 -0.41 0.06
O -3.62 -0.01 0.30
O -1.45 0.71 0.13
O -2.02 -1.43 -0.22
Cl 1.57 -2.69 -0.36
H 0.36 2.58 -0.27
H -0.15 2.11 -1.72
H 1.52 1.37 -1.11
H 1.24 -1.73 1.83
H 2.57 -0.98 1.03

Record 2
83
Properties=species:S:1:pos:R:3 method="wB97M-V/def2-TZVPD" total_charge=-1 fmax_ev_per_a=6.5 lumo_energy_ev=1.51 energy_ev=-92075.937 gap_ev=5.20
N -2.85 -1.08 -5.53
P -2.61 -2.00 -4.22
B -1.21 -1.26 -3.06
C -1.93 -1.40 -1.59
C -0.90 -1.41 -0.31
C -0.02 -2.79 -0.15
C 1.39 -2.38 0.63
S 2.60 -3.83 0.76
O 3.91 -3.54 -0.03
O 2.87 -4.13 2.28
Cl 1.60 -5.53 0.02
O 0.07 -1.95 -3.34
C 1.13 -0.91 -3.40
F 1.44 -0.13 -2.18
C 0.30 0.15 -4.40
P 0.43 -0.82 -6.08
N -0.23 0.22 -7.42
O 2.12 -1.22 -6.43
O -1.01 0.07 -3.67
H -2.69 -1.67 -6.41
H -3.87 -2.04 -3.49
H -2.31 -3.38 -4.60
H -2.61 -2.34 -1.61
H -2.63 -0.45 -1.44
H -0.20 -0.44 -0.24
H -1.58 -1.35 0.67
H -0.56 -3.58 0.57
H 0.19 -3.36 -1.15
H 1.07 -2.03 1.72
H 1.95 -1.49 0.12
H 2.21 -1.25 -3.75
H 0.77 1.22 -4.50
H -1.00 -0.37 -7.83
H 0.53 0.41 -8.11
H 2.73 -0.73 -5.81
C -0.48 1.64 3.82
C 0.17 1.25 2.52
O -0.49 0.93 1.53
N 1.53 1.26 2.45
C 2.47 1.61 3.49
H -1.56 1.59 3.72
H -0.16 0.96 4.61
H -0.21 2.67 4.07
H 1.89 0.99 1.54
H 3.07 2.45 3.13
H 3.12 0.75 3.67
H 1.97 1.89 4.42
C 2.80 4.89 6.84
C 3.52 4.63 5.55
O 4.00 3.53 5.28
N 3.65 5.66 4.67
C 3.16 7.01 4.80
H 2.78 3.98 7.44
H 3.32 5.67 7.41
H 1.77 5.19 6.63
H 4.15 5.41 3.82
H 2.48 7.21 3.97
H 4.02 7.69 4.74
H 2.64 7.17 5.75
C -2.44 -6.72 0.65
C -2.71 -5.83 1.84
O -2.79 -4.61 1.73
N -2.88 -6.42 3.05
C -2.83 -7.83 3.37
H -2.33 -6.11 -0.25
H -1.52 -7.28 0.81
H -3.28 -7.41 0.51
H -3.06 -5.76 3.80
H -3.80 -8.11 3.81
H -2.04 -7.98 4.11
H -2.64 -8.45 2.50
C -1.12 4.60 -4.66
C -1.39 5.49 -3.48
O -1.46 6.71 -3.59
N -1.55 4.89 -2.26
C -1.51 3.49 -1.94
H -1.00 5.20 -5.56
H -0.19 4.04 -4.50
H -1.95 3.91 -4.81
H -1.73 5.56 -1.51
H -2.47 3.21 -1.51
H -0.72 3.34 -1.20
H -1.31 2.87 -2.82

Record 3
108
Properties=species:S:1:pos:R:3 method="wB97M-V/def2-TZVPD" total_charge=-2 fmax_ev_per_a=0.7 lumo_energy_ev=4.13 energy_ev=-86170.175 gap_ev=3.41 e_above_lowest_ev=0.000
Ti -0.22 0.38 0.74
C -3.96 4.22 -1.70
C -3.25 3.34 -2.68
C -2.96 3.56 -4.04
C -2.35 2.39 -4.46
C -1.80 2.03 -5.81
N -2.28 1.57 -3.40
N -2.81 2.15 -2.31
B -1.82 0.10 -3.40
N -0.30 -0.08 -3.24
N 0.47 0.81 -2.58
C 1.73 0.44 -2.79
C 2.87 1.27 -2.29
C 1.77 -0.73 -3.57
C 0.45 -1.03 -3.83
C -0.14 -2.17 -4.59
N -2.59 -0.72 -2.35
N -2.07 -1.07 -1.13
C -2.97 -1.89 -0.59
C -2.80 -2.57 0.74
C -4.08 -2.05 -1.43
C -3.79 -1.30 -2.55
C -4.59 -1.09 -3.79
H -5.04 4.14 -1.81
H -3.69 5.27 -1.85
H -3.69 3.94 -0.69
H -3.16 4.44 -4.63
H -1.80 2.91 -6.45
H -2.40 1.25 -6.28
H -0.78 1.66 -5.72
H -2.12 -0.34 -4.50
H 3.66 0.65 -1.87
H 2.52 1.94 -1.51
H 3.30 1.86 -3.11
H 2.64 -1.28 -3.88
H 0.64 -2.88 -4.86
H -0.64 -1.83 -5.50
H -0.89 -2.69 -3.99
H -1.94 -3.24 0.73
H -3.70 -3.16 0.95
H -2.64 -1.86 1.54
H -4.96 -2.66 -1.26
H -5.56 -1.58 -3.68
H -4.09 -1.51 -4.66
H -4.75 -0.03 -3.99
O -1.51 -0.68 4.62
C -1.41 -0.34 3.44
N -0.50 -0.70 2.54
C 0.36 -1.80 2.90
C 0.84 -2.54 1.68
C 1.81 -3.54 1.81
C 2.24 -4.20 0.68
C 1.70 -3.83 -0.56
C 0.73 -2.84 -0.58
N 0.29 -2.23 0.51
C -2.54 0.45 2.80
C -3.64 0.83 3.54
C -4.74 1.34 2.88
C -4.70 1.44 1.50
C -3.55 1.06 0.83
N -2.48 0.58 1.47
H 1.24 -1.48 3.48
H -0.19 -2.49 3.55
H 2.25 -3.73 2.78
H 3.01 -4.96 0.74
H 2.02 -4.29 -1.48
H 0.29 -2.52 -1.52
H -3.60 0.69 4.62
H -5.62 1.64 3.43
H -5.55 1.80 0.93
H -3.45 1.15 -0.24
C 5.45 -2.96 5.48
C 4.81 -2.24 4.33
C 3.77 -1.32 4.51
C 3.12 -0.66 3.48
C 2.15 0.42 3.86
C 3.44 -0.96 2.09
C 2.79 -0.58 0.93
O 1.58 0.02 0.72
C 4.61 -1.83 1.93
C 5.16 -2.07 0.55
C 5.22 -2.43 3.00
H 5.15 -2.52 6.43
H 6.55 -2.92 5.44
H 5.19 -4.03 5.53
H 3.46 -1.08 5.52
H 1.56 0.14 4.74
H 1.45 0.67 3.06
H 2.68 1.35 4.12
H 3.19 -0.94 0.00
H 4.44 -2.58 -0.10
H 6.07 -2.68 0.60
H 5.41 -1.13 0.05
H 6.07 -3.08 2.80
C -0.26 4.36 1.77
C 0.52 3.34 0.92
C 0.59 3.83 -0.54
C 1.94 3.23 1.47
N -0.18 2.08 0.96
H 0.26 5.32 1.80
H -0.35 3.98 2.79
H -1.26 4.51 1.36
H 1.23 4.72 -0.61
H -0.40 4.09 -0.91
H 0.98 3.04 -1.18
H 2.51 2.45 0.95
H 1.92 2.95 2.52
H 2.46 4.19 1.37

Record 4
38
Properties=species:S:1:pos:R:3 method="wB97M-V/def2-TZVPD" fmax_ev_per_a=0.9 lumo_energy_ev="-1.07 / -2.31" spin_multiplicity=2 energy_ev=-101241.084 gap_ev="7.49 / 6.28" e_above_lowest_ev=0.827
Ir -0.35 0.91 0.39
C -3.81 -0.09 -1.83
O -4.61 -0.37 -0.68
C -4.07 -0.61 0.53
C -4.99 -0.90 1.53
C -4.62 -1.19 2.84
C -3.28 -1.21 3.18
C -2.33 -0.89 2.21
C -0.94 -0.95 2.54
N -0.01 -0.45 1.79
N 1.31 -0.77 2.06
C 2.04 -0.28 1.12
O 1.50 0.37 0.09
C 3.50 -0.44 1.10
C 4.20 -0.24 -0.09
C 5.58 -0.39 -0.10
C 6.25 -0.73 1.06
C 5.55 -0.92 2.25
C 4.17 -0.77 2.27
C -2.71 -0.59 0.88
O -1.77 -0.35 -0.05
H -4.52 -0.01 -2.65
H -3.12 -0.91 -2.03
H -3.26 0.84 -1.72
H -6.03 -0.88 1.25
H -5.38 -1.41 3.57
H -2.96 -1.44 4.18
H -0.59 -1.49 3.41
H 3.66 0.04 -0.99
H 6.12 -0.24 -1.02
H 7.33 -0.84 1.05
H 6.08 -1.17 3.15
H 3.62 -0.92 3.18
O -1.43 2.11 2.03
Se -1.19 3.27 0.84
O -1.63 4.77 1.02
O 0.44 2.86 0.53
O -1.75 2.33 -0.43

Record 5
23
Properties=species:S:1:pos:R:3 method="wB97M-V/def2-TZVPD" fmax_ev_per_a=3.4 lumo_energy_ev=-1.27 energy_ev=-18825.057 gap_ev=8.27 e_above_lowest_ev=5.735
C -0.52 1.89 1.68
C -0.62 3.09 1.23
C -0.41 -0.07 -1.52
C 1.04 0.14 -0.94
C 1.96 0.10 1.45
C 1.98 -1.24 0.83
C -1.47 0.17 -0.45
C 0.94 -0.28 0.51
C -2.58 -0.79 -0.90
P -0.77 -0.35 1.20
H -0.22 1.40 2.58
H -0.66 0.70 -2.45
H -0.59 -1.09 -1.96
H 1.69 -0.55 -1.56
H 1.32 1.12 -1.30
H 1.81 0.29 2.48
H 2.80 0.67 1.12
H 2.77 -1.33 0.05
H 1.62 -2.03 1.41
H -1.69 1.28 -0.37
H -3.43 -0.83 -0.22
H -2.08 -1.82 -0.88
H -2.86 -0.48 -2.00

Record 6
52
Properties=species:S:1:pos:R:3 method="wB97M-V/def2-TZVPD" total_charge=-2 fmax_ev_per_a=1.5 lumo_energy_ev="3.69 / 3.69" energy_ev=-207257.776 gap_ev="7.43 / 7.43"
V 0.24 0.46 -0.47
Cl -0.67 -2.07 6.31
C -0.30 -1.27 4.80
C 0.47 -0.09 4.83
C 0.79 0.56 3.67
C 0.36 0.06 2.42
O 0.73 0.68 1.34
C -0.42 -1.12 2.42
C -0.90 -1.68 1.18
O -0.69 -1.14 0.08
C -0.73 -1.78 3.61
H 0.80 0.29 5.79
H 1.39 1.46 3.67
H -1.46 -2.63 1.21
H -1.30 -2.70 3.55
N 0.58 -3.75 0.48
C 1.84 -3.86 0.85
N 2.16 -4.87 1.73
N 2.84 -3.07 0.48
C 2.47 -1.91 -0.01
N 2.19 -0.87 -0.44
H -0.25 -4.27 0.98
H 0.37 -3.31 -0.42
H 1.38 -5.29 2.21
H 2.97 -4.68 2.29
C -3.82 3.08 -1.20
Ge -2.72 1.50 -1.62
C -2.12 1.58 -3.47
C -3.78 -0.09 -1.23
C -1.22 1.50 -0.35
H -4.67 3.14 -1.89
H -3.24 4.00 -1.28
H -4.21 3.00 -0.18
H -2.01 0.58 -3.88
H -1.15 2.07 -3.53
H -2.84 2.14 -4.07
H -4.29 -0.44 -2.13
H -4.53 0.14 -0.46
H -3.15 -0.91 -0.88
H -1.32 2.11 0.55
F 0.20 0.24 -2.19
As -1.83 -3.07 -2.65
F -1.59 -4.43 1.56
F 0.02 -3.08 -2.16
F -1.65 -4.79 -2.94
F -1.29 -2.54 -4.23
F -3.54 -3.22 -3.42
F 2.30 4.26 -0.86
B 2.09 3.23 0.05
F 1.18 3.61 1.04
F 3.27 2.75 0.58
F 1.45 2.14 -0.73

Record 7
9
Properties=species:S:1:pos:R:3 method="wB97M-V/def2-TZVPD" fmax_ev_per_a=10.5 lumo_energy_ev="-0.91 / -3.52" spin_multiplicity=3 energy_ev=-12909.276 gap_ev="6.89 / 7.29"
C -1.16 -1.05 0.05
C 0.19 0.14 0.00
C -0.83 0.86 -0.41
N -1.89 -0.16 -0.41
N 1.53 0.14 0.43
O 2.17 -0.82 0.00
O 1.96 1.00 1.21
F -0.99 1.99 -1.10
H -0.98 -2.10 0.23

Record 8
74
Properties=species:S:1:pos:R:3 method="wB97M-V/def2-TZVPD" total_charge=-1 fmax_ev_per_a=6.5 lumo_energy_ev=-1.38 energy_ev=-125056.667 gap_ev=2.30
N 5.01 1.86 -1.88
C 3.58 2.18 -1.51
C 2.64 0.89 -1.60
C 1.08 1.18 -1.85
O 0.32 0.81 -0.62
C -0.14 2.10 -0.10
O -0.08 2.56 1.04
O -0.65 2.72 -1.34
C 0.57 2.66 -2.19
S 0.21 3.04 -3.96
H 5.52 1.48 -1.06
H 5.43 2.79 -2.09
H 3.55 2.62 -0.44
H 3.27 3.03 -2.23
H 2.73 0.31 -0.57
H 3.05 0.13 -2.40
H 0.66 0.44 -2.63
H 1.18 3.52 -1.72
H 1.26 3.90 -4.36
C 1.05 -3.08 -0.23
O 1.95 -2.35 -0.72
O 0.13 -2.34 0.42
O 0.88 -4.31 -0.26
H 0.61 -1.51 0.21
Na -2.37 2.49 -0.75
O -3.11 5.84 -2.14
S -2.57 7.01 -2.87
O -2.70 6.79 -4.32
O -1.16 7.21 -2.53
O -3.35 8.23 -2.48
K 3.67 -1.48 -0.38
Ca -5.33 7.82 -1.92
C 5.09 -6.52 -1.37
C 5.46 -7.75 -1.74
C 4.45 -8.81 -2.04
O 4.83 -9.92 -2.39
C 3.03 -8.47 -1.90
C 2.66 -7.24 -1.53
C 3.67 -6.18 -1.26
O 3.29 -5.07 -0.94
O 1.35 -6.90 -1.39
O 6.78 -8.09 -1.85
H 5.81 -5.75 -1.15
H 2.31 -9.25 -2.11
H 1.34 -5.96 -1.12
H 6.78 -9.03 -2.13
F 4.33 4.44 -0.25
C -0.76 6.55 1.34
O -1.95 6.27 1.02
O 0.00 6.83 0.24
O -0.20 6.61 2.45
H -0.75 6.69 -0.37
C -7.03 1.49 2.92
C -6.73 0.21 2.14
C -5.24 -0.15 2.14
C -4.45 0.95 1.50
N -3.82 1.82 1.00
H -6.53 2.36 2.48
H -8.10 1.69 2.92
H -6.70 1.39 3.96
H -7.08 0.34 1.11
H -7.29 -0.62 2.58
H -5.08 -1.07 1.58
H -4.88 -0.30 3.16
N -0.37 -1.67 4.37
C -0.71 -1.39 3.08
C -1.68 -0.43 3.10
C -1.94 -0.11 4.46
C -1.11 -0.90 5.22
H 0.32 -2.35 4.65
H -0.24 -1.90 2.25
H -2.16 0.00 2.23
H -2.65 0.61 4.83
H -0.98 -0.97 6.29

Record 9
81
Properties=species:S:1:pos:R:3 method="wB97M-V/def2-TZVPD" total_charge=-2 fmax_ev_per_a=1.7 lumo_energy_ev="4.21 / 4.21" spin_multiplicity=2 energy_ev=-199595.146 gap_ev="5.40 / 5.43" e_above_lowest_ev=0.000
Cr -1.43 -0.91 -1.58
S -2.05 2.11 0.84
P -0.33 1.16 0.84
C -0.10 -0.27 -0.12
P -0.04 -1.79 0.68
S -1.43 -3.00 -0.12
C 1.52 -2.70 0.35
C 1.59 -4.04 0.68
C 2.73 -4.77 0.38
C 3.78 -4.17 -0.28
C 3.71 -2.83 -0.63
C 2.59 -2.09 -0.31
C -0.13 -1.91 2.50
C -1.30 -1.49 3.12
C -1.38 -1.38 4.49
C -0.28 -1.70 5.27
C 0.89 -2.11 4.67
C 0.98 -2.21 3.29
C 0.88 2.36 0.15
C 1.45 3.34 0.96
C 2.37 4.22 0.43
C 2.71 4.15 -0.91
C 2.08 3.23 -1.73
C 1.18 2.33 -1.21
C 0.31 1.11 2.55
C 1.59 0.65 2.85
C 2.09 0.78 4.13
C 1.34 1.38 5.12
C 0.06 1.81 4.84
C -0.46 1.66 3.57
H 0.74 -4.52 1.17
H 2.78 -5.82 0.65
H 4.66 -4.75 -0.54
H 4.53 -2.36 -1.17
H 2.50 -1.05 -0.58
H -2.15 -1.23 2.50
H -2.29 -1.02 4.96
H -0.33 -1.60 6.35
H 1.76 -2.34 5.27
H 1.91 -2.51 2.82
H 1.16 3.41 2.00
H 2.84 4.96 1.07
H 3.45 4.83 -1.32
H 2.32 3.19 -2.79
H 0.69 1.59 -1.84
H 2.19 0.19 2.07
H 3.08 0.41 4.36
H 1.76 1.53 6.11
H -0.54 2.28 5.60
H -1.46 2.00 3.33
O -1.44 0.76 -2.60
C -2.40 1.54 -2.96
C -2.16 2.52 -3.94
C -3.17 3.32 -4.42
C -4.47 3.18 -3.96
C -4.73 2.26 -2.96
C -3.72 1.45 -2.42
C -4.01 0.57 -1.32
N -3.21 -0.34 -0.75
C -3.91 -0.89 0.27
C -5.14 -0.33 0.35
N -5.20 0.59 -0.66
H -1.15 2.62 -4.32
H -2.95 4.06 -5.18
H -5.27 3.79 -4.35
H -5.74 2.15 -2.61
H -3.49 -1.68 0.87
H -5.96 -0.52 1.02
H -5.96 1.22 -0.85
Te 0.41 -2.01 -3.15
C 2.27 -1.09 -3.62
C 3.45 -1.69 -3.96
C 4.47 -0.78 -4.32
C 4.06 0.51 -4.26
S 2.41 0.63 -3.78
H 3.57 -2.76 -3.94
H 5.47 -1.08 -4.61
H 4.61 1.41 -4.47
Se -3.05 -1.94 -3.36
C -3.81 -3.33 -2.54
N -4.33 -4.23 -2.04

Record 10
14
Properties=species:S:1:pos:R:3 method="wB97M-V/def2-TZVPD" fmax_ev_per_a=1.8 lumo_energy_ev=0.78 energy_ev=-18528.146 gap_ev=9.56 e_above_lowest_ev=2.324
C -1.06 -2.03 0.69
C 0.29 -1.60 1.13
N 0.93 -0.54 0.83
N 0.25 0.39 0.06
C 1.06 1.25 -0.36
N 0.74 2.17 -1.31
S -0.79 2.22 -2.02
H -1.62 -2.28 1.60
H -0.96 -2.99 0.13
H -1.66 -1.31 0.12
H 0.97 -2.26 1.65
H 2.11 1.32 -0.07
H 1.32 3.03 -1.40
H -1.60 2.63 -1.04